No. 1
DFT (ωB97M-V/def2-TZVPD) results for C40H36Br2HgN7OS4 as an isolated structure.

```
91
Properties=species:S:1:pos:R:3:forces:R:3
Hg 0.6656 -0.9747 -1.3431 0.068 -0.173 0.328
S -0.7769 -1.6756 0.6294 -0.002 -0.050 0.016
C -0.5398 -0.2694 1.6852 -0.120 0.025 -0.080
N -1.2888 -0.3220 2.9114 0.215 -0.190 0.155
C -1.3647 0.8964 3.6720 0.006 0.072 -0.037
C 0.0149 1.5137 3.7467 0.052 -0.084 0.000
N 0.4195 1.8317 2.4061 0.018 -0.027 0.054
C 1.3309 2.9351 2.2135 -0.059 0.033 -0.084
C 0.7253 4.0591 1.3925 0.011 -0.006 -0.023
C 1.3876 4.5737 0.2864 0.015 0.031 0.011
C 0.8211 5.5917 -0.4702 -0.005 -0.010 0.000
C -0.4226 6.1031 -0.1301 -0.006 0.001 0.007
C -1.0963 5.5891 0.9718 0.004 0.001 -0.025
C -0.5244 4.5743 1.7232 -0.023 -0.033 -0.006
C 0.2980 0.7754 1.4495 -0.030 0.175 -0.075
S 1.3030 1.0468 0.0079 0.110 -0.156 -0.107
C -2.4642 -1.1585 3.0472 -0.170 0.135 -0.144
C -3.7445 -0.4914 2.5678 -0.010 -0.038 0.009
C -4.5698 0.1848 3.4608 -0.031 -0.016 0.008
C -5.7077 0.8516 3.0251 0.009 -0.001 0.002
C -6.0382 0.8490 1.6778 0.009 -0.017 0.000
C -5.2259 0.1712 0.7770 -0.008 0.007 -0.010
C -4.0907 -0.4942 1.2173 0.031 0.033 0.002
H -1.7490 0.6620 4.6707 0.033 -0.018 0.016
H -2.0422 1.6380 3.2171 -0.046 -0.014 0.045
H 0.6993 0.8051 4.2428 0.011 0.011 0.003
H -0.0167 2.4298 4.3402 -0.013 0.002 -0.006
H 2.2610 2.6185 1.7365 0.027 -0.010 0.054
H 1.5947 3.3160 3.2043 -0.024 0.035 -0.010
H 2.3387 4.1433 -0.0040 0.004 0.000 -0.005
H 1.3440 5.9706 -1.3397 0.003 0.002 -0.004
H -0.8714 6.8885 -0.7255 -0.009 -0.008 -0.009
H -2.0737 5.9734 1.2376 -0.007 0.009 0.001
H -1.0645 4.1523 2.5637 0.003 -0.010 0.006
H -2.5780 -1.4030 4.1099 0.023 0.028 0.006
H -2.2976 -2.0824 2.5001 -0.011 -0.010 0.022
H -4.3147 0.1907 4.5156 0.002 -0.003 0.004
H -6.3340 1.3752 3.7373 -0.003 0.000 0.003
H -6.9239 1.3680 1.3325 0.001 0.006 -0.006
H -5.4776 0.1598 -0.2771 0.003 0.003 0.002
H -3.4454 -1.0138 0.5178 0.003 -0.017 -0.006
O -0.4063 -2.7987 -2.9950 0.053 0.057 0.093
N -0.3140 -3.9036 -2.3156 0.036 0.138 -0.149
C -1.3903 -4.7254 -2.2866 -0.042 -0.061 0.010
C -1.3798 -5.9182 -1.6169 0.049 0.007 0.017
C -0.2225 -6.2865 -0.9295 -0.063 -0.026 -0.007
C 0.8542 -5.4365 -0.9446 0.079 0.068 0.010
C 0.8382 -4.2174 -1.6423 -0.120 -0.137 0.150
S 2.1694 -3.1367 -1.6477 -0.025 0.193 -0.235
H -2.2323 -4.3445 -2.8431 0.010 0.026 0.004
H -2.2646 -6.5380 -1.6282 -0.003 -0.006 0.005
H -0.1780 -7.2167 -0.3788 0.004 -0.001 0.001
H 1.7593 -5.6686 -0.4016 -0.003 -0.001 0.006
Br 0.6201 0.6460 -8.3082 -0.002 -0.002 -0.017
C 0.6478 0.3051 -6.4455 -0.016 0.016 0.029
C 1.5364 -0.6142 -5.9267 0.005 0.002 0.028
C 1.5062 -0.8212 -4.5546 0.013 -0.015 -0.033
N 0.6734 -0.1753 -3.7507 0.006 -0.048 0.034
C -0.1859 0.7019 -4.2598 -0.053 0.187 0.087
C -0.2312 0.9815 -5.6204 -0.016 -0.050 -0.072
C -1.0894 1.3946 -3.2845 0.072 -0.077 -0.036
C -1.6844 2.6206 -3.5618 0.050 0.051 0.040
C -2.4513 3.1926 -2.5626 0.025 0.010 0.002
Br -3.2705 4.8716 -2.8758 -0.011 0.018 0.006
C -2.6078 2.5693 -1.3405 -0.002 -0.017 0.042
C -1.9730 1.3463 -1.1674 -0.019 0.034 -0.100
N -1.2507 0.7787 -2.1223 -0.043 -0.139 -0.027
H 2.2290 -1.1548 -6.5542 0.004 0.005 -0.004
H 2.1711 -1.5305 -4.0756 -0.006 -0.012 0.001
H -0.9409 1.6835 -6.0319 -0.010 -0.004 0.015
H -1.5290 3.1381 -4.4968 0.005 -0.013 -0.009
H -3.1869 3.0126 -0.5433 0.008 0.009 0.003
H -2.0272 0.8035 -0.2301 -0.010 0.017 0.017
N 5.3586 -2.1443 -1.3305 0.048 0.092 0.013
C 4.6254 -1.0095 -1.1260 -0.235 -0.237 -0.090
S 4.3918 0.1061 -2.3528 0.094 0.057 -0.024
N 4.0468 -0.8471 0.0783 0.021 0.272 -0.097
C 4.1208 -1.6505 1.2286 -0.157 -0.127 0.097
C 2.9884 -1.6763 2.0470 -0.032 -0.048 -0.094
C 2.9955 -2.4136 3.2158 -0.003 -0.004 0.045
C 4.1223 -3.1372 3.5913 -0.001 0.023 -0.049
C 5.2456 -3.1042 2.7808 0.003 -0.034 0.012
C 5.2559 -2.3647 1.6049 0.045 0.083 0.026
H 5.5329 -2.3072 -2.3091 0.001 0.018 0.007
H 5.0533 -2.9620 -0.8187 -0.004 -0.003 0.015
H 3.3023 -0.1355 0.0883 0.164 -0.038 0.068
H 2.0968 -1.1379 1.7394 0.012 -0.015 0.049
H 2.1040 -2.4318 3.8301 -0.017 0.002 -0.018
H 4.1216 -3.7209 4.5028 0.001 0.000 0.008
H 6.1351 -3.6545 3.0630 0.002 0.002 0.004
H 6.1534 -2.3208 1.0044 -0.004 0.009 0.002
```
Forces are in eV/Å.

lowest unoccupied orbital energy: 0.07938 Ha
HOMO energy: -0.1152 Ha
HOMO-LUMO gap: 5.3 eV
spin multiplicity: 1
net charge: -1
relative energy (zero: lowest compared OMol25 entry of this formula, charge and spin): 0.0 kJ/mol

No. 2
DFT (ωB97M-V/def2-TZVPD) results for C40H36BrCl3GeMnN4O5 as an isolated structure.

```
91
Properties=species:S:1:pos:R:3:forces:R:3
Mn -0.8381 -0.1367 1.2536 0.070 1.089 -0.930
Br -5.7539 -5.4361 0.0545 0.008 0.050 0.011
C -4.8370 -3.9286 0.7139 0.014 -0.044 -0.054
C -5.4728 -3.0718 1.6013 -0.072 0.004 0.045
C -4.7989 -1.9706 2.0958 -0.005 0.147 0.085
C -3.4856 -1.7219 1.7065 -0.124 -0.287 -0.221
C -2.8719 -2.5766 0.7923 0.094 0.237 0.154
C -3.5382 -3.6820 0.2975 -0.035 -0.046 -0.029
N -2.7377 -0.6029 2.1484 0.536 -0.221 -0.121
C -3.0510 0.1254 3.1396 -0.180 0.072 0.125
C -2.2095 1.2759 3.4867 0.129 0.120 0.134
C -2.6576 2.3014 4.2930 -0.249 -0.077 0.084
C -1.8486 3.4169 4.4589 0.069 0.064 -0.001
C -0.6229 3.4606 3.8207 -0.049 0.009 0.078
C -0.2332 2.3735 3.0506 0.146 -0.065 -0.011
N -1.0044 1.3044 2.9083 -0.023 0.161 -0.298
H -6.4982 -3.2581 1.8917 0.044 0.000 0.008
H -5.3209 -1.2947 2.7625 -0.005 -0.045 -0.051
H -1.8556 -2.3805 0.4642 0.019 -0.051 -0.076
H -3.0601 -4.3397 -0.4157 0.013 0.019 0.036
H -3.9357 -0.0735 3.7392 -0.056 0.091 -0.036
H -3.6416 2.2443 4.7424 0.057 0.025 0.018
H -2.1800 4.2478 5.0675 -0.016 -0.017 -0.019
H 0.0246 4.3215 3.9064 0.003 -0.016 -0.007
H 0.7143 2.3530 2.5234 -0.041 0.014 -0.019
N -0.0916 -1.3273 2.5291 0.306 -0.641 0.762
C 0.4713 -1.9224 3.3400 0.375 -0.281 0.188
N 1.1017 -2.5894 4.2507 -0.084 0.111 0.118
C 1.9304 -3.7729 3.9523 -0.002 -0.092 0.001
C 1.6368 -4.8442 4.9908 -0.025 0.076 0.085
O 1.7631 -4.3339 6.3057 -0.008 0.044 -0.057
C 0.8492 -3.2843 6.5573 0.052 -0.080 -0.069
C 1.1416 -2.1054 5.6472 -0.015 -0.130 0.025
H 2.9822 -3.4871 3.9937 0.016 0.078 0.002
H 1.6957 -4.1350 2.9537 -0.007 0.051 -0.049
H 2.3632 -5.6478 4.8965 -0.015 -0.042 -0.014
H 0.6312 -5.2518 4.8357 -0.030 0.006 0.021
H 0.9727 -2.9942 7.5984 0.001 -0.005 0.016
H -0.1800 -3.6298 6.4003 -0.017 -0.015 0.019
H 2.1396 -1.7171 5.8543 0.032 0.046 -0.040
H 0.4089 -1.3108 5.7760 -0.011 0.011 -0.043
O 0.5794 -1.4699 -0.0089 -0.270 0.242 -0.109
C 1.3985 -0.5195 0.0755 -0.190 -0.136 -0.278
O 1.0400 0.5464 0.6894 -0.625 -0.186 0.325
C 2.7860 -0.6228 -0.5160 -0.133 0.256 -0.127
C 2.8326 -0.6704 -2.0637 -0.304 0.058 0.430
Ge 1.8829 0.7182 -3.1216 0.477 0.334 -0.295
C 0.3844 -0.2047 -3.9799 0.059 0.165 0.065
C -0.7163 -0.6594 -3.2546 0.035 0.018 -0.065
C -1.7065 -1.4179 -3.8646 -0.051 -0.046 0.038
C -1.6091 -1.7354 -5.2122 0.052 0.034 -0.041
C -0.5108 -1.3015 -5.9434 -0.008 -0.007 0.002
C 0.4815 -0.5466 -5.3300 -0.087 -0.014 0.036
C 3.0994 1.4255 -4.5050 -0.117 -0.338 0.193
C 2.5756 2.1580 -5.5711 0.140 0.039 -0.019
C 3.4165 2.7348 -6.5147 -0.083 -0.012 0.053
C 4.7929 2.5923 -6.3974 0.043 0.037 -0.014
C 5.3272 1.8778 -5.3361 -0.021 -0.053 0.093
C 4.4828 1.2993 -4.3931 -0.044 0.055 -0.164
C 1.5687 2.3571 -2.0802 -0.196 -0.455 0.056
C 2.6553 2.8753 -1.3760 -0.107 0.074 0.040
C 2.5200 4.0321 -0.6210 0.030 -0.027 -0.012
C 1.2942 4.6865 -0.5688 0.021 0.013 -0.009
C 0.2145 4.1934 -1.2880 -0.043 -0.063 -0.004
C 0.3540 3.0328 -2.0440 0.013 0.049 0.071
H 3.2134 -1.5516 -0.1325 0.064 0.027 0.071
H 3.3611 0.2202 -0.1365 0.041 -0.016 0.001
H 2.4028 -1.6183 -2.3891 0.045 -0.021 -0.085
H 3.8804 -0.6635 -2.3609 0.014 -0.081 -0.010
H -0.8129 -0.4159 -2.2048 -0.011 0.017 0.094
H -2.5600 -1.7592 -3.2873 0.041 0.047 -0.031
H -2.3859 -2.3171 -5.6938 0.033 0.005 0.028
H -0.4255 -1.5523 -6.9942 0.000 0.008 0.042
H 1.3403 -0.2263 -5.9072 -0.022 0.001 -0.024
H 1.5020 2.2895 -5.6636 0.022 -0.009 -0.030
H 2.9974 3.2979 -7.3398 0.016 -0.008 0.026
H 5.4497 3.0491 -7.1280 -0.031 -0.040 0.011
H 6.4005 1.7633 -5.2401 -0.035 0.034 -0.010
H 4.9177 0.7495 -3.5651 0.020 0.002 -0.056
H 3.6230 2.3853 -1.4338 -0.010 0.019 0.040
H 3.3732 4.4298 -0.0832 -0.035 -0.001 -0.023
H 1.1911 5.5984 0.0084 -0.005 -0.046 -0.010
H -0.7371 4.7122 -1.2589 0.025 -0.008 -0.032
H -0.4845 2.6630 -2.6226 -0.035 -0.016 0.075
Cl -4.5800 3.4408 -0.9812 -0.023 -0.005 0.032
C -3.7580 1.8938 -0.9467 0.044 -0.153 -0.013
Cl -4.9069 0.6058 -0.4723 -0.015 -0.005 0.021
Cl -3.1029 1.5320 -2.5368 0.021 -0.037 0.022
C -2.6578 1.8789 0.1607 0.223 0.303 -0.094
O -2.6554 2.7470 0.9924 0.112 -0.246 0.170
O -1.8310 0.8691 0.0571 -0.005 -0.176 -0.345
```
Forces are in eV/Å.

lowest unoccupied orbital energy (spin up / spin down): -0.16041 / -0.14987 Ha
HOMO energy (spin up / spin down): -0.3853 / -0.3853 Ha
HOMO-LUMO gap (spin up / spin down): 6.1 / 6.4 eV
<S²>: 6.0462
spin multiplicity: 5
net charge: +1
relative energy (zero: lowest compared OMol25 entry of this formula, charge and spin): 94.5 kJ/mol